1.
Below is a molecular structure, C43H49BIrN9S3, with properties calculated with ωB97M-V/def2-TZVPD.

Calculated values
total charge = +2
orbital gap (spin up / spin down) = 4.8 / 4.8 eV
E_LUMO (spin up / spin down) = -7.5989 / -7.5915 eV

Last column: Löwdin charge in e.
Element x y z (Å)
Ir (1.459, 0.874, -1.564)  0.8602
C (-2.276, 3.832, -3.857)  -0.0194
C (-2.541, 2.688, -2.931)  -0.2321
C (-3.775, 2.347, -2.466)  0.0969
C (-3.927, 1.340, -1.479)  -0.1659
N (-2.917, 0.581, -1.126)  0.2225
N (-1.718, 0.857, -1.665)  0.0105
B (-0.518, -0.061, -1.290)  -0.7344
N (-0.599, -1.429, -2.005)  0.0140
N (-1.750, -2.088, -1.773)  0.2031
C (-1.900, -3.273, -2.297)  -0.1813
C (-0.872, -3.858, -3.086)  0.0877
C (0.283, -3.189, -3.332)  -0.2279
C (1.397, -3.744, -4.160)  -0.0457
C (0.395, -1.894, -2.752)  -0.5529
S (1.788, -0.921, -3.019)  0.7303
C (-3.188, -4.030, -2.036)  -0.5486
C (-3.835, -4.390, -3.381)  -0.0286
C (-2.847, -5.310, -1.259)  -0.0260
C (-4.154, -3.184, -1.214)  -0.0600
N (-0.274, -0.110, 0.152)  0.0030
N (0.389, -1.147, 0.759)  0.1916
C (0.598, -0.854, 1.998)  -0.1826
C (0.740, 1.601, 3.038)  -0.0620
C (0.565, 2.837, 2.223)  -0.3465
C (0.097, 4.161, 2.751)  -0.0149
C (0.221, 2.311, 0.801)  -0.6490
S (-0.515, 3.569, -0.237)  0.8378
C (1.347, -1.784, 2.908)  -0.5390
C (1.375, -3.201, 2.334)  -0.0422
C (0.690, -1.785, 4.293)  -0.0263
C (2.785, -1.250, 3.010)  -0.0291
C (-1.479, 1.923, -2.406)  -0.5535
S (0.203, 2.407, -2.496)  0.8038
C (-5.268, 1.127, -0.800)  -0.5435
C (-6.262, 0.580, -1.833)  -0.0187
C (-5.766, 2.481, -0.269)  -0.0294
C (-5.142, 0.153, 0.369)  -0.0385
H (-3.208, 4.252, -4.229)  0.0985
H (-1.667, 3.521, -4.705)  0.0976
H (-1.729, 4.619, -3.332)  0.0959
H (-4.648, 2.891, -2.803)  0.1380
H (-1.017, -4.850, -3.493)  0.1337
H (1.169, -4.758, -4.479)  0.0936
H (2.331, -3.753, -3.596)  0.0885
H (1.561, -3.127, -5.045)  0.0936
H (-3.205, -5.047, -3.983)  0.0833
H (-4.056, -3.495, -3.966)  0.0948
H (-4.773, -4.916, -3.201)  0.0970
H (-2.168, -5.960, -1.814)  0.0849
H (-3.760, -5.874, -1.072)  0.0978
H (-2.389, -5.074, -0.297)  0.0937
H (-4.399, -2.253, -1.727)  0.0630
H (-3.725, -2.932, -0.245)  0.0846
H (-5.074, -3.746, -1.051)  0.0995
H (0.713, 1.688, 4.116)  0.1607
H (0.458, 4.296, 3.771)  0.1015
H (-0.992, 4.212, 2.770)  0.0939
H (0.468, 4.984, 2.141)  0.0823
H (0.366, -3.600, 2.224)  0.0898
H (1.928, -3.852, 3.011)  0.0940
H (1.857, -3.226, 1.358)  0.0804
H (-0.345, -2.129, 4.243)  0.0985
H (0.707, -0.796, 4.754)  0.0813
H (1.235, -2.462, 4.951)  0.0978
H (3.246, -1.233, 2.019)  0.0823
H (3.371, -1.910, 3.650)  0.1007
H (2.824, -0.246, 3.440)  0.0814
H (-6.379, 1.250, -2.687)  0.0879
H (-7.242, 0.467, -1.369)  0.1010
H (-5.949, -0.397, -2.202)  0.0823
H (-5.970, 3.196, -1.067)  0.0834
H (-5.043, 2.926, 0.417)  0.0947
H (-6.699, 2.330, 0.275)  0.0992
H (-4.779, -0.819, 0.044)  0.0557
H (-6.122, 0.023, 0.828)  0.1000
H (-4.460, 0.535, 1.132)  0.0855
N (8.447, 2.483, 5.849)  0.1935
C (7.685, 2.340, 5.004)  -0.1623
C (6.728, 2.161, 3.944)  -0.2042
C (6.551, 0.903, 3.379)  0.0094
C (5.626, 0.727, 2.363)  -0.0210
C (4.867, 1.803, 1.915)  -0.2038
C (5.058, 3.067, 2.477)  -0.0162
C (5.986, 3.249, 3.486)  0.0079
C (3.888, 1.632, 0.805)  -0.0052
C (2.458, 1.894, 1.092)  -0.1052
C (1.962, 2.301, 2.422)  -0.0471
C (-0.027, 0.453, 2.408)  -0.1004
C (-0.566, 0.990, 1.075)  -0.1534
N (1.519, 1.871, 0.206)  -0.0609
C (4.357, 1.327, -0.420)  -0.1794
C (5.764, 1.284, -0.823)  0.0416
C (5.781, 1.093, -2.152)  0.0112
C (4.399, 0.984, -2.572)  -0.0946
N (3.569, 1.119, -1.582)  -0.1004
H (7.142, 0.070, 3.734)  0.1331
H (5.496, -0.251, 1.918)  0.1230
H (4.496, 3.917, 2.109)  0.1323
H (6.146, 4.229, 3.915)  0.1325
H (2.633, 2.754, 3.132)  0.1481
H (-0.844, 0.213, 3.094)  0.1683
H (-1.637, 1.195, 1.081)  0.1480
H (6.597, 1.440, -0.159)  0.1313
H (6.634, 1.042, -2.808)  0.1237
H (4.044, 0.806, -3.578)  0.1150

2.
Below is a molecular structure, C43H49Cl2N10O2PSTi, with properties calculated with ωB97M-V/def2-TZVPD.

Calculated values
total charge = +4
orbital gap (spin up / spin down) = 3.2 / 2.5 eV
ΔE to the lowest compared entry with this formula, charge and spin = 0.000 eV
E_LUMO (spin up / spin down) = -11.8986 / -12.3694 eV

Last column: Löwdin charge in e.
Element x y z (Å)
Ti (-0.042, 0.721, 1.211)  1.0349
Cl (-2.947, 1.072, -2.374)  0.6190
C (-1.970, 2.490, -2.740)  -0.8828
Cl (-0.536, 2.546, -1.660)  0.6135
H (-2.550, 3.389, -2.567)  0.0446
H (-1.599, 2.436, -3.756)  0.0504
C (6.975, -4.735, -9.273)  -0.0119
O (5.739, -5.189, -8.689)  -0.0259
C (5.194, -4.526, -7.695)  -0.2576
C (5.730, -3.359, -7.118)  0.0221
C (5.064, -2.756, -6.080)  0.0029
C (3.857, -3.281, -5.584)  -0.1618
C (3.332, -4.452, -6.170)  -0.0152
C (3.981, -5.065, -7.202)  0.0359
C (3.203, -2.605, -4.500)  -0.2085
N (3.662, -1.519, -3.879)  0.2047
C (2.750, -1.223, -2.939)  -0.1591
C (1.685, -2.131, -2.955)  -0.1103
N (1.997, -3.001, -3.960)  0.2021
C (0.580, -2.018, -2.079)  -0.0422
C (-0.566, -2.840, -2.048)  0.0777
C (-1.586, -2.570, -1.168)  0.0046
C (-1.460, -1.501, -0.280)  -0.1147
N (-0.373, -0.731, -0.252)  -0.0256
C (0.616, -0.944, -1.160)  -0.1756
C (1.692, -0.012, -1.131)  -0.1802
N (1.601, 0.990, -0.210)  -0.0340
C (2.560, 1.914, -0.209)  -0.0931
C (3.644, 1.893, -1.088)  0.0174
C (3.760, 0.865, -1.993)  0.0853
C (2.763, -0.124, -2.024)  -0.0373
H (7.199, -5.445, -10.060)  0.1054
H (7.768, -4.745, -8.527)  0.1044
H (6.847, -3.739, -9.697)  0.1044
H (6.654, -2.934, -7.481)  0.1176
H (5.471, -1.859, -5.635)  0.1190
H (2.410, -4.901, -5.818)  0.1096
H (3.596, -5.964, -7.662)  0.1358
H (1.459, -3.787, -4.285)  0.1609
H (-0.657, -3.677, -2.730)  0.1424
H (-2.484, -3.172, -1.152)  0.1334
H (-2.252, -1.254, 0.413)  0.0856
H (2.478, 2.708, 0.520)  0.1138
H (4.377, 2.685, -1.036)  0.1338
H (4.590, 0.803, -2.685)  0.1471
N (0.108, 4.088, 1.551)  0.1992
C (0.844, 3.459, 2.486)  -0.4215
N (1.372, 4.200, 3.431)  0.2133
C (2.188, 3.587, 4.299)  -0.3710
N (2.678, 4.262, 5.310)  0.2582
N (2.578, 2.278, 4.166)  0.2290
C (1.975, 1.611, 3.242)  -0.2941
N (0.999, 2.092, 2.409)  0.0367
C (2.351, 0.200, 3.012)  -0.2033
C (3.419, -0.389, 3.661)  0.0570
C (3.765, -1.691, 3.322)  0.0299
C (3.024, -2.347, 2.352)  0.0154
C (1.950, -1.696, 1.768)  -0.1074
N (1.612, -0.442, 2.089)  -0.0269
H (0.132, 5.098, 1.585)  0.1450
H (-0.095, 3.671, 0.655)  0.0329
H (2.445, 5.236, 5.434)  0.1502
H (3.328, 3.824, 5.946)  0.1479
H (3.967, 0.178, 4.400)  0.1374
H (4.600, -2.179, 3.806)  0.1423
H (3.261, -3.358, 2.051)  0.1376
H (1.333, -2.198, 1.035)  0.1226
C (-3.990, 5.598, 1.451)  -0.0799
C (-4.279, 4.489, 2.454)  -0.2560
C (-3.129, 3.487, 2.624)  -0.3145
S (-2.859, 2.623, 1.069)  1.0821
O (-1.667, 1.625, 1.385)  -0.6777
C (-4.343, 1.571, 1.018)  -0.3084
C (-5.359, 2.046, -0.029)  -0.2891
C (-6.168, 0.869, -0.565)  -0.0804
H (-4.786, 6.340, 1.473)  0.0986
H (-3.924, 5.231, 0.424)  0.0670
H (-3.059, 6.116, 1.691)  0.0855
H (-5.202, 3.959, 2.205)  0.1042
H (-4.451, 4.908, 3.447)  0.1354
H (-3.349, 2.728, 3.376)  0.0879
H (-2.188, 3.990, 2.844)  0.0873
H (-3.981, 0.555, 0.839)  0.0875
H (-4.747, 1.597, 2.029)  0.0861
H (-4.862, 2.587, -0.838)  0.0812
H (-6.041, 2.754, 0.444)  0.1151
H (-5.528, 0.120, -1.032)  0.0616
H (-6.892, 1.207, -1.304)  0.0972
H (-6.723, 0.384, 0.240)  0.0881
C (-0.363, -2.208, 3.819)  -0.1925
P (-1.109, -0.659, 3.249)  0.9425
C (-0.848, 0.462, 4.654)  -0.2043
C (-2.884, -0.977, 3.193)  -0.3811
C (-3.772, -0.174, 3.911)  -0.1049
C (-5.128, -0.471, 3.931)  -0.0461
C (-5.610, -1.572, 3.237)  -0.0238
C (-4.730, -2.395, 2.543)  -0.0323
C (-3.374, -2.106, 2.528)  -0.1060
H (-0.396, -2.983, 3.054)  0.0620
H (-0.939, -2.554, 4.680)  0.0875
H (0.668, -2.047, 4.130)  0.0508
H (-1.336, 0.054, 5.541)  0.0857
H (-1.237, 1.460, 4.454)  0.0469
H (0.218, 0.536, 4.867)  0.0493
H (-3.412, 0.661, 4.498)  0.0957
H (-5.806, 0.140, 4.513)  0.1287
H (-6.664, -1.812, 3.269)  0.1304
H (-5.100, -3.280, 2.043)  0.1263
H (-2.699, -2.798, 2.038)  0.1033

3.
Below is 6 unconnected molecules or ions with the total composition C43H49O5P, with properties calculated with ωB97M-V/def2-TZVPD.

Calculated values
orbital gap = 7.0 eV
E_LUMO = -1.8952 eV

Last column: Löwdin charge in e.
Element x y z (Å)
C (-4.649, -2.360, -1.537)  -0.1036
C (-5.025, -0.857, -1.000)  -0.2181
O (-4.343, -0.445, 0.236)  -0.1830
C (-3.098, 0.330, -0.078)  -0.2106
O (-3.065, 1.653, 0.201)  -0.0149
C (-1.891, -0.514, -0.798)  -0.0999
C (-0.448, 0.259, -0.874)  -0.1852
C (0.659, -0.222, 0.235)  -0.1527
C (0.990, -1.827, 0.240)  -0.0506
C (1.931, -2.495, 1.200)  -0.2233
P (2.853, -1.478, 2.529)  0.9112
C (4.722, -1.554, 1.987)  -0.3023
C (2.739, -2.311, 4.264)  -0.4223
C (3.908, -3.454, 4.498)  -0.1902
C (1.985, -4.108, 0.889)  -0.2141
O (2.601, -5.115, 1.538)  -0.0012
O (1.136, -4.351, -0.291)  0.0182
C (0.501, -3.068, -0.714)  -0.1837
O (-0.294, -3.130, -1.785)  0.0138
H (-3.594, -2.723, -1.162)  0.0654
H (-5.418, -3.197, -1.256)  0.0867
H (-4.572, -2.301, -2.726)  0.0940
H (-6.200, -0.864, -0.790)  0.1471
H (-4.737, -0.095, -1.847)  0.1329
H (-1.838, -1.576, -0.278)  0.1098
H (-2.227, -0.705, -1.927)  0.1447
H (-0.620, 1.423, -0.697)  0.1198
H (-0.063, 0.170, -1.997)  0.1316
H (1.680, 0.325, -0.055)  0.1310
H (0.355, 0.151, 1.320)  0.1320
H (4.807, -2.478, 1.267)  0.0536
H (5.444, -1.733, 2.893)  0.0231
H (5.008, -0.565, 1.387)  0.0596
H (1.657, -2.690, 4.534)  0.0911
H (2.978, -1.442, 5.045)  0.0823
H (3.949, -4.279, 3.667)  0.0701
H (3.645, -3.983, 5.525)  0.0814
H (4.979, -2.990, 4.627)  0.0614
C (3.081, 3.137, -2.510)  -0.0991
C (1.798, 3.482, -2.087)  -0.1052
C (0.742, 3.492, -2.998)  -0.1020
C (0.970, 3.161, -4.334)  -0.1023
C (2.255, 2.825, -4.759)  -0.1020
C (3.310, 2.812, -3.847)  -0.0930
H (3.903, 3.123, -1.799)  0.0989
H (1.620, 3.742, -1.047)  0.1009
H (-0.259, 3.757, -2.667)  0.1022
H (0.146, 3.166, -5.043)  0.0997
H (2.434, 2.573, -5.801)  0.1019
H (4.311, 2.548, -4.178)  0.1010
C (8.684, -0.235, 6.844)  -0.0945
C (9.656, -0.460, 5.870)  -0.0950
C (9.294, -0.532, 4.525)  -0.0938
C (7.957, -0.383, 4.154)  -0.1023
C (6.983, -0.168, 5.130)  -0.1069
C (7.347, -0.092, 6.474)  -0.0945
H (8.968, -0.173, 7.891)  0.1009
H (10.698, -0.579, 6.158)  0.1012
H (10.052, -0.704, 3.766)  0.1011
H (7.674, -0.437, 3.107)  0.0916
H (5.941, -0.058, 4.842)  0.0908
H (6.588, 0.078, 7.234)  0.1005
C (-4.076, -3.512, 1.834)  -0.0943
C (-4.078, -4.826, 2.301)  -0.0936
C (-5.138, -5.288, 3.080)  -0.0991
C (-6.195, -4.435, 3.396)  -0.0964
C (-6.188, -3.118, 2.937)  -0.0839
C (-5.130, -2.657, 2.154)  -0.0849
H (-3.253, -3.154, 1.221)  0.0829
H (-3.253, -5.491, 2.056)  0.1001
H (-5.141, -6.314, 3.441)  0.0989
H (-7.023, -4.795, 4.001)  0.0988
H (-7.009, -2.450, 3.188)  0.0930
H (-5.126, -1.631, 1.795)  0.0753
C (-7.654, 1.949, 0.667)  -0.0942
C (-6.580, 1.577, 1.476)  -0.0934
C (-6.812, 0.934, 2.691)  -0.0953
C (-8.118, 0.667, 3.101)  -0.1035
C (-9.192, 1.047, 2.297)  -0.1013
C (-8.961, 1.686, 1.079)  -0.1001
H (-7.473, 2.444, -0.283)  0.1007
H (-5.562, 1.788, 1.158)  0.0853
H (-5.975, 0.642, 3.320)  0.1047
H (-8.299, 0.164, 4.047)  0.0981
H (-10.211, 0.844, 2.619)  0.0983
H (-9.798, 1.980, 0.451)  0.0980
C (1.846, 5.256, -7.572)  -0.1030
C (3.093, 5.676, -8.034)  -0.0947
C (3.383, 5.631, -9.398)  -0.0975
C (2.427, 5.160, -10.299)  -0.0981
C (1.184, 4.732, -9.835)  -0.0983
C (0.892, 4.781, -8.472)  -0.0970
H (1.617, 5.298, -6.510)  0.0914
H (3.838, 6.040, -7.332)  0.1010
H (4.353, 5.961, -9.758)  0.0996
H (2.652, 5.127, -11.361)  0.0995
H (0.441, 4.360, -10.536)  0.0998
H (-0.078, 4.449, -8.111)  0.0982

4.
Below is a molecular structure, C43H50O2PtSe, with properties calculated with ωB97M-V/def2-TZVPD.

Calculated values
orbital gap = 5.1 eV
E_LUMO = -2.1630 eV

Last column: Löwdin charge in e.
Element x y z (Å)
Pt (-0.563, 0.038, -2.117)  1.0440
C (-3.937, 1.844, 3.952)  -0.0470
C (-4.157, 2.754, 2.735)  -0.5600
C (-3.380, 4.051, 2.962)  -0.0704
C (-5.648, 3.100, 2.622)  -0.0476
C (-3.702, 2.030, 1.470)  -0.1726
C (-2.686, 2.499, 0.657)  -0.0524
C (-2.324, 1.778, -0.469)  -0.4018
Se (-0.972, 2.393, -1.696)  1.1454
C (0.693, 2.498, -0.748)  -0.4041
C (0.962, 3.632, 0.009)  -0.0719
C (2.172, 3.759, 0.663)  -0.1758
C (3.090, 2.722, 0.482)  0.0087
C (2.877, 1.582, -0.278)  -0.0762
C (1.622, 1.454, -0.932)  -0.3544
O (1.371, 0.380, -1.667)  -0.3204
C (4.041, 0.575, -0.372)  -0.5228
C (3.740, -0.737, -1.110)  -0.0696
C (5.207, 1.257, -1.105)  -0.0443
C (4.491, 0.185, 1.046)  -0.0500
C (2.530, 4.952, 1.546)  -0.5594
C (2.868, 4.457, 2.960)  -0.0469
C (1.375, 5.948, 1.654)  -0.0673
C (3.746, 5.681, 0.960)  -0.0464
C (-2.955, 0.589, -0.869)  -0.3974
O (-2.607, -0.055, -1.986)  -0.3348
C (-3.987, 0.093, -0.032)  -0.0847
C (-4.320, 0.832, 1.093)  0.0243
C (-4.672, -1.236, -0.359)  -0.5328
C (-5.371, -1.144, -1.724)  -0.0386
C (-5.729, -1.609, 0.682)  -0.0731
C (-3.624, -2.361, -0.383)  -0.0459
H (-4.234, 2.357, 4.870)  0.0831
H (-2.886, 1.564, 4.038)  0.0903
H (-4.524, 0.928, 3.876)  0.0767
H (-3.745, 4.543, 3.865)  0.0842
H (-3.506, 4.746, 2.129)  0.0871
H (-2.312, 3.862, 3.096)  0.0830
H (-5.981, 3.638, 3.513)  0.0831
H (-6.261, 2.203, 2.524)  0.0763
H (-5.832, 3.730, 1.751)  0.0907
H (-2.156, 3.414, 0.889)  0.0938
H (0.209, 4.408, 0.066)  0.0926
H (4.052, 2.821, 0.969)  0.0997
H (3.488, -0.569, -2.155)  0.0766
H (2.913, -1.280, -0.654)  0.0855
H (4.636, -1.363, -1.065)  0.0821
H (4.897, 1.572, -2.103)  0.0918
H (6.044, 0.562, -1.209)  0.0829
H (5.562, 2.138, -0.569)  0.0765
H (3.673, -0.293, 1.588)  0.0924
H (4.827, 1.041, 1.631)  0.0706
H (5.322, -0.522, 0.987)  0.0830
H (2.030, 3.901, 3.384)  0.0904
H (3.089, 5.303, 3.615)  0.0833
H (3.739, 3.800, 2.958)  0.0755
H (0.485, 5.484, 2.083)  0.0818
H (1.112, 6.367, 0.680)  0.0862
H (1.666, 6.776, 2.303)  0.0847
H (4.615, 5.024, 0.899)  0.0762
H (4.016, 6.537, 1.584)  0.0835
H (3.529, 6.045, -0.046)  0.0900
H (-5.103, 0.452, 1.735)  0.0930
H (-6.116, -0.345, -1.717)  0.0899
H (-5.885, -2.085, -1.940)  0.0827
H (-4.656, -0.944, -2.518)  0.0752
H (-6.530, -0.868, 0.733)  0.0858
H (-5.298, -1.725, 1.679)  0.0848
H (-6.179, -2.563, 0.402)  0.0834
H (-2.865, -2.175, -1.141)  0.0584
H (-4.111, -3.315, -0.604)  0.0835
H (-3.135, -2.445, 0.591)  0.0893
C (-0.091, -1.803, -2.211)  -0.0991
C (0.433, -2.928, -2.171)  -0.0760
C (1.077, -4.117, -2.170)  -0.0846
C (0.407, -5.298, -1.615)  -0.1725
C (-0.546, -5.130, -0.604)  -0.0025
C (-1.197, -6.228, -0.073)  -0.0583
C (-0.927, -7.500, -0.562)  -0.0661
C (-0.008, -7.673, -1.589)  -0.0656
C (0.662, -6.580, -2.110)  -0.0271
C (2.453, -4.171, -2.674)  -0.1676
C (2.886, -3.217, -3.603)  -0.0107
C (4.201, -3.198, -4.023)  -0.0619
C (5.108, -4.116, -3.508)  -0.0640
C (4.695, -5.059, -2.577)  -0.0642
C (3.374, -5.092, -2.163)  -0.0205
H (-0.755, -4.133, -0.239)  0.1153
H (-1.920, -6.092, 0.720)  0.1096
H (-1.441, -8.357, -0.149)  0.1075
H (0.182, -8.660, -1.987)  0.1077
H (1.355, -6.712, -2.930)  0.1199
H (2.176, -2.494, -3.985)  0.1226
H (4.524, -2.459, -4.744)  0.1117
H (6.143, -4.089, -3.825)  0.1078
H (5.404, -5.763, -2.164)  0.1076
H (3.068, -5.800, -1.406)  0.1175